i) DFT (ωB97M-V/def2-TZVPD) results for an isolated molecule of C4H2OS.

Last column: natural (NBO) charge in e.
Positions of all 8 atoms, in Å:
C  0.70706  -2.47853  0.34552  -0.21
C  0.11198  1.91174  -0.14415  -0.31
C  0.36277  -1.32110  0.50649  -0.23
C  -0.86407  1.13972  -0.87413  0.41
O  -1.94901  1.52018  -1.24974  -0.52
S  -0.59280  0.18389  0.91138  0.34
H  1.15182  -3.43333  0.56100  0.25
H  1.07224  2.47743  -0.05638  0.26

M ... 98.13 g/mol
Gap between HOMO and LUMO (alpha / beta) ... 0.3096 / 0.3096 Eh



ii) DFT (ωB97M-V/def2-TZVPD) results for an isolated molecule of C4H2OS.

Last column: natural (NBO) charge in e.
Positions of all 8 atoms, in Å:
C  2.09437  0.15955  0.62937  -0.11
C  0.93424  0.32238  0.33576  -0.13
C  -0.41722  0.74684  -0.17815  0.48
O  -0.94023  1.84093  -0.10797  -0.45
C  -1.20397  -0.48666  -0.58630  -0.40
S  -2.09572  -1.40381  0.32598  0.16
H  2.82584  -0.29778  1.13703  0.22
H  -1.19731  -0.88145  -1.55571  0.22

M ... 98.13 g/mol
Gap between HOMO and LUMO ... 0.3102 Eh



Which one sits at the bottom of the stability order? i) does.



i) DFT (ωB97M-V/def2-TZVPD) results for a structure of composition C8H11N2.

Last column: natural (NBO) charge in e.
Positions of all 21 atoms, in Å:
C  -2.37988  -0.99471  -0.05337  0.18
C  1.73845  0.37154  -0.59094  -0.40
C  0.98909  1.52573  0.23288  -0.43
C  0.67982  -2.24217  -0.19516  -0.44
C  -1.67330  1.18194  -0.23860  -0.26
C  1.36796  -0.90746  0.34911  -0.04
C  -0.35350  0.94794  0.66347  -0.08
C  -0.57435  -1.48960  0.31250  0.39
N  0.06482  -0.48403  0.79043  -0.29
N  -2.57246  0.17804  -0.35871  -0.34
H  -3.20313  -1.67693  -0.03173  0.23
H  1.33181  0.21178  -1.62861  0.23
H  2.80558  0.69188  -0.49973  0.26
H  1.63847  1.86898  1.04589  0.24
H  0.88108  2.38549  -0.44647  0.25
H  0.72265  -2.26689  -1.24280  0.26
H  0.94314  -3.16538  0.17297  0.26
H  -2.17643  2.09684  0.24042  0.25
H  -1.53622  1.48806  -1.34636  0.25
H  2.10437  -0.90467  1.17104  0.24
H  -0.79797  1.18365  1.65378  0.25

M ... 135.19 g/mol
Gap between HOMO and LUMO ... 0.3478 Eh
Charge ... +1



ii) DFT (ωB97M-V/def2-TZVPD) results for a cluster of 2 separate species, C8H11N2 in total.

Last column: natural (NBO) charge in e.
Positions of all 21 atoms, in Å:
C  -1.04365  -0.32180  -0.26739  0.04
C  -1.73281  -0.68510  0.83637  0.13
C  -0.39776  -0.14453  1.02921  0.20
C  -1.76857  -0.88553  -2.42909  -0.25
C  -1.04252  -0.07113  -1.67421  -0.29
C  2.18511  1.05374  0.85503  0.59
C  -2.78456  -1.27180  1.65752  -0.68
C  2.30102  1.22806  -0.61652  -0.75
N  0.60331  0.15784  1.72228  -0.47
N  2.90102  1.31368  1.88876  -0.69
H  -1.84901  -0.91449  -3.54461  0.23
H  -2.21105  -1.70326  -1.95183  0.19
H  -0.63550  0.79854  -2.00400  0.22
H  -3.49336  -1.76042  1.14264  0.24
H  -3.20672  -0.57515  2.42886  0.27
H  -2.38887  -2.06635  2.34698  0.26
H  1.56560  1.91499  -1.08133  0.29
H  3.11749  1.76758  -0.88193  0.25
H  2.11286  0.25186  -1.04006  0.28
H  3.84403  1.61547  1.77200  0.44
H  2.29907  1.10646  2.77906  0.49

M ... 135.19 g/mol
Gap between HOMO and LUMO ... 0.3325 Eh
Charge ... +1



iii) DFT (ωB97M-V/def2-TZVPD) results for a cluster of 2 separate species, C8H11N2 in total.

Last column: natural (NBO) charge in e.
Positions of all 21 atoms, in Å:
C  -3.14210  -0.00631  0.61174  -0.08
C  -2.47078  1.24297  0.70447  -0.21
C  -2.54093  -1.15252  -0.02719  -0.24
C  -1.18048  1.21933  0.18298  0.09
C  -1.29383  -0.99243  -0.61603  0.05
C  2.20315  -0.36114  0.29029  0.47
C  3.57379  0.21097  0.26882  -0.71
C  0.74255  0.36124  -1.05532  -0.36
N  1.78582  -1.32044  0.88721  -0.60
N  -0.55896  0.19886  -0.53476  -0.29
H  -4.07431  -0.01897  1.18396  0.25
H  -2.86650  2.08330  1.17008  0.26
H  -3.05328  -2.03742  -0.27890  0.26
H  -0.71492  2.19024  0.25774  0.24
H  -0.87661  -1.78859  -1.33054  0.26
H  3.48775  1.22447  0.55033  0.25
H  3.99290  0.14436  -0.72188  0.25
H  4.23619  -0.41746  0.89481  0.27
H  0.93082  1.32099  -1.54002  0.24
H  1.02358  -0.37432  -1.76610  0.22
H  0.79616  -1.72714  0.86831  0.39

M ... 135.19 g/mol
Gap between HOMO and LUMO ... 0.2826 Eh
Charge ... +1



Which one sits at the bottom of the stability order? ii) does.



i) DFT (ωB97M-V/def2-TZVPD) results for an isolated molecule of C4H3N.

Last column: natural (NBO) charge in e.
Positions of all 8 atoms, in Å:
C  1.79370  0.63770  0.02691  -0.18
C  0.78132  -0.00354  0.10537  -0.02
C  -0.50632  -0.69800  0.16445  -0.57
C  -1.49764  0.28779  -0.29774  0.28
N  -2.05398  1.22346  -0.68063  -0.29
H  2.71968  1.16343  -0.02485  0.24
H  -0.73086  -1.02588  1.18568  0.27
H  -0.50590  -1.58495  -0.47920  0.27

M ... 65.07 g/mol
Gap between HOMO and LUMO ... 0.4244 Eh



ii) DFT (ωB97M-V/def2-TZVPD) results for a structure of composition C4H3N.

Last column: natural (NBO) charge in e.
Positions of all 8 atoms, in Å:
C  0.08098  -1.48614  -1.08495  0.13
C  -0.10695  0.38952  1.17108  -0.14
C  -0.55309  1.08568  0.15044  -0.13
C  0.56713  0.18341  -0.11175  -0.13
N  -0.17159  -2.45263  -1.63560  -0.44
H  -0.14854  0.11072  2.19557  0.24
H  -1.23866  1.78554  -0.26016  0.24
H  1.57071  0.38390  -0.42462  0.23

M ... 65.07 g/mol
Gap between HOMO and LUMO ... 0.4136 Eh



Which one sits at the bottom of the stability order? ii) does.



i) DFT (ωB97M-V/def2-TZVPD) results for a cluster of 2 separate species, C2H3N2O2 in total.

Last column: natural (NBO) charge in e.
Positions of all 9 atoms, in Å:
C  -0.82318  -1.62452  -0.17010  0.60
C  0.20050  0.87034  -0.01180  0.37
N  -0.94792  1.12038  0.05798  0.14
N  1.48462  0.78117  0.12876  -0.80
O  -1.89547  -1.26178  -0.18840  -0.17
O  -2.09641  0.77562  -0.00834  -0.30
H  0.06384  -2.20950  -0.19689  0.28
H  2.11329  0.86978  -0.66125  0.44
H  1.90072  0.67851  1.05004  0.44

M ... 87.06 g/mol
Gap between HOMO and LUMO (alpha / beta) ... 0.2957 / 0.2955 Eh
Charge ... +1



ii) DFT (ωB97M-V/def2-TZVPD) results for a cluster of 2 separate species, C2H3N2O2 in total.

Last column: natural (NBO) charge in e.
Positions of all 9 atoms, in Å:
C  -1.51085  -0.08513  -0.20828  0.86
C  -0.41448  -0.73583  -0.64557  -0.62
N  1.02827  0.15781  1.19368  -0.36
N  0.91982  0.55014  0.08356  0.51
O  -2.42490  0.41617  0.19955  -0.24
O  1.20769  1.32219  -0.70117  -0.18
H  -0.37446  -1.59876  -0.04049  0.31
H  -0.14563  -0.74012  -1.62188  0.30
H  1.71454  0.71353  1.74060  0.41

M ... 87.06 g/mol
Gap between HOMO and LUMO (alpha / beta) ... 0.3446 / 0.3446 Eh
Charge ... +1



Which one sits at the bottom of the stability order? i) does.